No. 1
Molecular formula: C7H18Br4Cl2Cs2GaMgO8S2
Method: DFT, wB97M-V/def2-TZVPD

Structure (XYZ):
```
45
Properties=species:S:1:pos:R:3:mulliken_charge:R:1
S -1.121 0.056 5.952 -0.30
Ga -3.177 0.962 5.555 0.40
Br -4.725 -0.952 5.365 -0.70
H -0.185 0.601 5.107 0.07
H -3.581 1.844 6.845 -0.29
H -3.270 1.887 4.256 -0.11
C 1.194 -2.226 2.663 -0.31
Br 0.871 -2.486 0.770 -0.01
Br 1.541 -0.364 3.081 -0.10
Br -0.239 -2.960 3.735 0.05
H 2.094 -2.780 2.915 0.38
C -0.656 0.890 -0.121 -1.08
C -0.582 0.246 -1.499 -0.53
C 0.688 0.609 -2.270 -0.22
C 0.850 2.098 -2.587 -0.68
C -0.294 2.727 -3.385 0.47
C -0.469 2.108 -4.761 -0.80
H -0.685 1.980 -0.185 0.36
H -1.563 0.565 0.399 0.34
H 0.203 0.602 0.490 0.11
H -1.472 0.513 -2.079 0.29
H -0.611 -0.842 -1.375 0.34
H 0.713 0.032 -3.200 -0.02
H 1.560 0.282 -1.694 0.39
H 1.785 2.230 -3.142 0.38
H 0.973 2.659 -1.656 0.34
H -0.090 3.780 -3.500 -0.24
H -1.236 2.658 -2.830 0.16
H 0.457 2.189 -5.358 -0.08
H -1.279 2.607 -5.317 0.29
H -0.727 1.051 -4.683 0.31
Cs -5.567 1.301 7.063 0.92
Cs -4.492 -2.910 3.645 0.96
O 4.117 -0.855 -5.936 -0.71
Cl 3.094 -0.194 -5.158 1.70
O 3.588 0.074 -3.826 -0.63
O 1.918 -1.036 -5.081 -0.68
O 2.739 1.060 -5.798 -0.69
Cl 0.029 6.039 -4.296 -0.66
Mg 0.243 4.089 -6.511 0.75
O 2.143 -7.263 5.235 -0.61
S 1.473 -6.028 5.683 1.23
O 1.318 -6.045 7.150 -0.62
O 0.140 -5.938 5.052 -0.60
O 2.288 -4.859 5.290 -0.59
```

Properties
Max |F|, hartree/bohr: 0.1227
HOMO, eV: -3.32
Calculated total energy, eV: -409720.3349
LUMO, eV: -2.438
Charge: -1

---

No. 2
Molecular formula: C4H4N2O
Method: DFT, wB97M-V/def2-TZVPD

Structure (XYZ):
```
11
Properties=species:S:1:pos:R:3:mulliken_charge:R:1
O 0.390 0.327 2.722 -0.54
C 0.404 0.359 1.517 0.57
C -0.517 -0.618 0.755 -0.52
C -0.286 -0.363 -0.502 0.61
N 0.351 0.325 -1.308 -0.46
C 1.148 1.186 -0.543 -0.20
N 1.189 1.221 0.740 -0.40
H -1.155 -1.296 1.291 0.41
H -1.891 -1.223 -1.751 0.06
H -1.400 -1.782 -1.815 0.08
H 1.763 1.859 -1.130 0.39
```

Properties
Max |F|, hartree/bohr: 0.0125
Relative energy (zero: lowest compared OMol25 entry of this formula, charge and spin), eV: 3.934
SMILES: O=C1C=C=NC=N1.[H][H]
HOMO, eV: -9.55
Calculated total energy, eV: -9236.5534
LUMO, eV: -1.190
Charge: 0

---

No. 3
Molecular formula: C31H28BN7ReS
Method: DFT, wB97M-V/def2-TZVPD

Structure (XYZ):
```
69
Properties=species:S:1:pos:R:3:mulliken_charge:R:1
Re 0.039 -0.093 0.601 0.08
C -1.470 -2.408 -4.120 -1.37
C -1.319 -2.304 -2.654 0.93
C -1.804 -3.164 -1.677 -1.47
C -1.473 -2.593 -0.450 0.05
N -0.798 -1.447 -0.696 0.12
N -0.695 -1.284 -2.029 0.37
B 0.019 -0.036 -2.599 -0.74
N 1.448 -0.037 -2.017 0.45
N 1.639 -0.027 -0.683 0.09
C 2.970 -0.022 -0.434 -0.02
C 3.632 -0.032 -1.662 -1.46
C 2.644 -0.018 -2.640 0.93
C 2.811 0.071 -4.105 -1.35
C 3.542 0.113 0.896 1.00
C 4.781 -0.464 1.192 -0.71
C 5.370 -0.250 2.422 -0.73
C 4.744 0.543 3.371 -0.55
C 3.505 1.107 3.095 -0.72
C 2.908 0.898 1.867 0.11
N -0.694 1.189 -2.004 0.55
N -0.787 1.323 -0.659 0.37
C -1.456 2.477 -0.414 0.69
C -1.783 3.068 -1.635 -1.52
C -1.291 2.228 -2.618 0.71
C -1.389 2.412 -4.079 -1.39
C -1.763 3.017 0.895 1.54
C -1.382 2.395 2.086 0.24
C -1.679 2.953 3.311 -1.47
C -2.371 4.157 3.373 -0.50
C -2.761 4.792 2.205 -0.85
C -2.459 4.232 0.981 -0.91
C -1.867 -3.021 0.878 1.00
C -2.014 -4.382 1.158 -0.74
C -2.483 -4.789 2.391 -0.74
C -2.819 -3.847 3.355 -0.55
C -2.673 -2.489 3.092 -0.70
C -2.203 -2.078 1.859 0.17
H -2.077 -3.275 -4.366 0.39
H -1.948 -1.516 -4.518 0.28
H -0.500 -2.505 -4.604 0.30
H -2.352 -4.068 -1.837 0.57
H 0.014 -0.027 -3.768 -0.01
H 4.690 -0.021 -1.826 0.58
H 3.865 0.177 -4.350 0.40
H 2.418 -0.814 -4.603 0.29
H 2.273 0.935 -4.490 0.27
H 5.264 -1.093 0.460 0.48
H 6.330 -0.691 2.637 0.43
H 5.226 0.735 4.314 0.45
H 3.030 1.740 3.825 0.47
H 1.977 1.417 1.612 0.24
H -2.311 3.982 -1.803 0.56
H -1.912 3.339 -4.299 0.40
H -0.400 2.466 -4.528 0.29
H -1.929 1.593 -4.550 0.29
H -0.831 1.427 2.071 0.29
H -1.384 2.464 4.227 0.49
H -2.615 4.590 4.329 0.43
H -3.300 5.727 2.243 0.44
H -2.766 4.738 0.083 0.36
H -1.749 -5.115 0.409 0.48
H -2.613 -5.842 2.597 0.43
H -3.230 -4.169 4.299 0.44
H -2.984 -1.761 3.828 0.47
H -2.193 -1.008 1.610 0.21
S 1.579 -2.563 4.231 -0.16
C 1.083 -1.817 2.941 0.76
N 0.721 -1.239 1.967 -0.20
```

Properties
Max |F|, hartree/bohr: 0.0631
Relative energy (zero: lowest compared OMol25 entry of this formula, charge and spin), eV: 1.042
HOMO (spin up / spin down), eV: -13.99 / -13.99
⟨S²⟩: 0.79
Calculated total energy, eV: -56661.2650
LUMO (spin up / spin down), eV: -8.919 / -8.343
2S+1: 2
Charge: +2

---

No. 4
Molecular formula: C4H12NO3
Method: DFT, wB97M-V/def2-TZVPD

Structure (XYZ):
```
20
Properties=species:S:1:pos:R:3:mulliken_charge:R:1
O -1.400 1.066 -1.621 -0.48
C -0.584 1.571 -0.897 0.30
O -0.576 2.820 -0.488 -0.45
C 0.391 0.599 -0.156 0.02
C 0.575 -0.740 -0.744 -0.68
C 1.887 -1.557 -0.777 -1.09
N 0.019 0.614 1.316 -0.24
H -1.434 3.242 -0.669 0.39
H 1.389 1.094 -0.048 0.44
H 0.295 -0.546 -1.816 0.39
H -0.278 -1.435 -0.622 0.33
H 2.235 -1.947 0.183 0.32
H 2.673 -1.031 -1.305 0.35
H 1.504 -2.431 -1.307 0.34
H 0.529 1.422 1.691 0.41
H 0.424 -0.220 1.742 0.31
H -0.971 0.720 1.545 0.38
H -2.304 -0.764 0.578 0.31
H -2.367 -1.637 1.905 0.31
O -2.006 -0.840 1.490 -0.64
```

Properties
Max |F|, hartree/bohr: 0.0652
Relative energy (zero: lowest compared OMol25 entry of this formula, charge and spin), eV: 1.221
HOMO, eV: -15.09
Calculated total energy, eV: -11968.3747
LUMO, eV: -3.406
Charge: +1

---

No. 5
Molecular formula: C23H46N5O8
Method: DFT, wB97M-V/def2-TZVPD

Structure (XYZ):
```
82
Properties=species:S:1:pos:R:3:mulliken_charge:R:1
C -4.585 1.600 -3.403 -0.68
C -4.281 1.622 -4.701 -0.10
C -3.039 0.937 -5.165 0.52
O -3.119 -0.031 -5.875 -0.55
O -1.852 1.439 -4.729 -0.28
C -1.088 0.561 -3.867 -0.42
C 0.402 0.865 -4.008 -0.89
C 1.088 1.270 -2.683 -0.65
C 1.934 0.149 -2.070 -0.56
C 2.225 0.366 -0.571 -0.14
C 2.297 -0.948 0.238 -1.07
N 1.776 -0.931 1.598 -0.26
C 2.124 0.274 2.363 -0.31
C 2.100 -0.018 3.874 0.33
O 3.177 -0.325 4.415 -0.73
O 0.971 0.086 4.430 -0.85
H -5.599 1.442 -3.057 0.24
H -3.802 1.688 -2.656 0.26
H -4.896 2.106 -5.453 0.41
H -1.315 -0.474 -4.124 0.30
H -1.431 0.731 -2.844 0.30
H 0.488 1.706 -4.697 0.39
H 0.931 0.010 -4.432 0.38
H 1.718 2.142 -2.857 0.25
H 0.305 1.591 -1.988 0.51
H 1.407 -0.798 -2.222 0.45
H 2.875 0.135 -2.627 0.07
H 3.195 0.864 -0.498 0.13
H 1.472 1.047 -0.169 0.33
H 3.342 -1.277 0.286 0.23
H 1.764 -1.726 -0.316 0.57
H 0.766 -0.982 1.538 0.23
H 1.406 1.081 2.167 0.21
H 3.108 0.647 2.073 0.32
C -8.761 1.848 -6.003 -1.41
C -7.482 1.807 -6.808 0.87
O -6.597 2.632 -6.654 -0.70
N -7.341 0.804 -7.712 -0.13
C -8.271 -0.260 -8.026 -0.83
H -8.710 2.700 -5.332 0.31
H -9.628 1.962 -6.655 0.40
H -8.879 0.939 -5.414 0.37
H -6.462 0.830 -8.206 0.23
H -7.816 -1.232 -7.830 0.28
H -8.557 -0.220 -9.079 0.28
H -9.168 -0.171 -7.422 0.31
C -3.037 -3.382 5.151 -1.33
C -1.910 -2.670 4.419 0.88
O -1.751 -2.835 3.216 -0.66
N -1.115 -1.865 5.150 0.07
C -1.202 -1.584 6.564 -0.87
H -3.580 -3.985 4.428 0.31
H -2.646 -4.033 5.933 0.33
H -3.725 -2.665 5.602 0.33
H -0.363 -1.395 4.643 0.14
H -1.345 -0.514 6.725 0.25
H -0.276 -1.875 7.064 0.22
H -2.029 -2.122 7.021 0.39
C 5.763 2.991 -1.997 -1.52
C 5.131 2.305 -3.186 0.93
O 4.027 2.616 -3.598 -0.64
N 5.838 1.307 -3.783 -0.15
C 7.146 0.799 -3.427 -0.85
H 5.073 3.749 -1.640 0.32
H 5.952 2.280 -1.192 0.38
H 6.703 3.468 -2.277 0.45
H 5.359 0.888 -4.565 0.23
H 7.843 0.916 -4.260 0.28
H 7.089 -0.261 -3.174 0.29
H 7.541 1.335 -2.571 0.32
C 3.575 -3.269 9.403 -1.20
C 3.058 -1.953 9.943 0.79
O 2.586 -1.866 11.071 -0.69
N 3.138 -0.881 9.127 -0.13
C 3.667 -0.809 7.769 -0.72
H 3.441 -4.026 10.171 0.29
H 3.025 -3.565 8.510 0.34
H 4.634 -3.198 9.154 0.33
H 2.774 -0.036 9.536 0.21
H 4.497 -0.101 7.735 0.28
H 2.904 -0.471 7.068 0.25
H 4.023 -1.777 7.438 0.25
```

Properties
Max |F|, hartree/bohr: 0.0267
Relative energy (zero: lowest compared OMol25 entry of this formula, charge and spin), eV: 0.000
HOMO, eV: -4.61
Calculated total energy, eV: -48429.2651
LUMO, eV: 1.870
Charge: -1

---

No. 6
Molecular formula: C19H22ClNOS
Method: DFT, wB97M-V/def2-TZVPD

Structure (XYZ):
```
45
Properties=species:S:1:pos:R:3:mulliken_charge:R:1
C -5.811 -2.738 -1.236 -1.44
C -4.669 -2.025 -0.522 0.69
C -4.896 -0.643 -0.068 -0.48
C -4.047 -0.106 0.689 -0.46
C -2.870 -0.866 0.867 0.66
C -2.712 -2.059 0.590 -0.17
C -3.699 -2.752 -0.051 -0.66
H -3.431 -3.601 -0.705 0.26
H -1.766 -2.424 0.661 0.52
C -1.807 -0.020 1.794 -1.36
H -2.281 1.143 2.275 0.17
H -1.517 -0.516 2.471 0.92
S -0.400 0.303 0.630 0.02
C -1.243 1.744 -0.341 -0.66
C -0.365 2.029 -1.664 -1.10
C 0.768 2.794 -0.873 0.57
O 0.814 3.847 -0.687 -0.43
N 1.918 2.032 -0.750 -0.12
H 2.027 1.196 -1.041 0.25
C 3.109 2.654 -0.073 -0.62
H 3.931 2.579 -0.986 0.27
H 2.800 3.741 0.224 0.28
C 3.489 1.915 1.123 -0.48
C 3.908 0.476 0.868 0.59
C 3.097 -0.486 0.447 0.40
C 3.610 -1.890 0.288 -0.71
C 4.853 -2.276 -0.096 0.14
C 5.768 -0.866 -0.126 -0.55
C 5.209 0.186 0.409 -0.54
H 6.014 1.013 0.370 0.16
H 6.766 -1.068 -0.448 0.40
Cl 5.355 -3.685 -0.710 -0.21
H 2.875 -2.708 0.318 0.33
H 2.051 -0.646 0.977 -0.21
H 2.579 1.668 1.706 0.25
H 4.321 2.535 1.644 0.31
H -0.004 1.161 -2.249 0.28
H -0.915 2.716 -1.945 0.57
H -1.552 2.583 0.220 0.53
H -2.280 1.285 -0.646 0.26
H -4.223 0.848 1.239 0.25
H -6.129 -0.168 -0.027 0.11
H -6.578 -3.391 -0.632 0.25
H -6.561 -2.177 -1.811 0.39
H -5.504 -3.336 -2.123 0.34
```

Properties
Max |F|, hartree/bohr: 0.3617
Relative energy (zero: lowest compared OMol25 entry of this formula, charge and spin), eV: 13.133
HOMO, eV: -8.34
Calculated total energy, eV: -46943.6300
LUMO, eV: 0.423
Charge: 0

---

Look up the calculated total energy of the third one.
-56661.2650 eV

---

The lowest calculated total energy belongs to which entry?
C7H18Br4Cl2Cs2GaMgO8S2

---

What is the max |F| in the fourth record?
0.0652 hartree/bohr